1 | Density functional theory data (ωB97M-V/def2-TZVPD) for a cluster of 2 separate species, C3H11N5 in total.

Results
Total charge = +2
LUMO level (alpha / beta) = -10.5 / -11.9 eV

CARTESIAN COORDINATES (ANGSTROEM)
C (0.07, 0.03, -0.09)
C (0.15, 1.52, -0.12)
C (2.42, -0.05, 0.43)
N (-1.15, -0.60, -0.15)
N (1.20, -0.61, -0.04)
N (-3.39, -0.40, 0.14)
N (1.26, -1.87, -0.45)
N (-2.20, 0.07, 0.06)
H (0.98, 1.86, -0.73)
H (0.54, 1.93, 0.87)
H (-0.75, 2.02, -0.41)
H (3.14, -0.74, 0.87)
H (2.95, 0.27, -0.58)
H (2.26, 0.67, 1.21)
H (-3.55, -1.39, 0.03)
H (-4.07, 0.23, 0.56)
H (0.49, -2.49, -0.71)
H (2.21, -2.30, -0.54)
H (-2.57, 1.85, -0.35)

Mulliken atomic charge list, values in e, 2 entries: number 1, C, carries 0.8890; number 2, C, carries -1.0480

2 | Density functional theory data (ωB97M-V/def2-TZVPD) for the ion C3H11N5 with charge +2.

Results
Total charge = +2
LUMO level = -10.1 eV
SMILES string = [H]/N=N/C=[N+](/C)NC[NH3+]

CARTESIAN COORDINATES (ANGSTROEM)
C (-0.78, -1.47, 0.40)
C (-2.50, 0.20, -0.03)
C (0.75, 1.33, 0.21)
N (0.26, -2.08, -0.05)
N (-1.14, -0.24, 0.03)
N (2.14, 0.74, 0.16)
N (1.45, -1.88, -0.18)
N (-0.11, 0.58, -0.66)
H (-1.50, -2.06, 0.96)
H (-2.55, 1.27, 0.16)
H (-2.96, 0.01, -1.01)
H (-3.09, -0.33, 0.72)
H (0.82, 2.37, -0.11)
H (0.41, 1.29, 1.25)
H (2.71, 1.06, 0.96)
H (2.64, 1.01, -0.70)
H (2.07, -0.33, 0.16)
H (1.91, -2.56, -0.81)
H (-0.54, 1.10, -1.43)

Mulliken atomic charge list, values in e, 2 entries: number 1, C, carries 0.1061; number 2, C, carries -0.8611

The structure shown above that is least stable: 1.